[1]
Density functional theory data (ωB97M-V/def2-TZVPD) for a structure of composition C29H59B3N2O4S in a non-equilibrium geometry.

The geometry in XYZ format:
```
98
Properties=species:S:1:pos:R:3:lowdin_charge:R:1
C -0.7903 0.3771 2.3086 -0.087
O -0.4867 0.5967 3.6734 -0.196
C 0.3806 -0.4262 4.1615 -0.074
B -0.3695 -1.8253 4.2483 -0.471
O 0.0728 -2.8770 3.4551 0.296
B -0.9412 -3.7697 3.1480 -0.521
C -0.6865 -5.2941 2.8561 -0.051
C -0.2550 -5.5688 1.3885 -0.183
C 1.1697 -5.0744 1.0586 -0.149
C 1.2656 -3.6253 0.5403 -0.120
N 0.2508 -3.2436 -0.4281 -0.114
C -0.9934 -2.8156 -0.2338 -0.146
C -1.6300 -2.5626 -1.3981 -0.088
C -0.6298 -2.8274 -2.4095 -0.082
C 0.5144 -3.2653 -1.7593 -0.095
O -2.2629 -3.2728 3.1399 0.301
B -2.4979 -2.4822 4.2365 -0.663
N -3.8725 -2.0230 4.5574 0.241
C -4.3509 -1.4077 3.6152 -0.749
S -5.1699 -0.9689 2.3471 0.758
O -1.4690 -2.0666 5.0690 0.332
H -1.7228 -0.2020 2.1839 0.094
H -0.9589 1.3286 1.7955 0.087
H 0.0117 -0.1548 1.7790 0.097
H 1.2504 -0.5051 3.4909 0.121
H 0.7753 -0.1788 5.1553 0.131
H 0.0616 -5.6749 3.5624 0.118
H -1.6143 -5.8343 3.0797 0.116
H -0.2270 -6.6623 1.3000 0.109
H -1.0165 -5.2415 0.6765 0.109
H 1.7339 -5.0991 2.0006 0.117
H 1.6483 -5.7991 0.3955 0.110
H 2.2256 -3.5401 0.0212 0.121
H 1.3240 -2.8972 1.3519 0.116
H -1.4520 -2.7115 0.7433 0.120
H -2.6450 -2.2359 -1.5516 0.096
H -0.7922 -2.6898 -3.4688 0.089
H 1.4574 -3.5439 -2.2018 0.112
C -1.2283 3.1503 5.1089 -0.106
C -1.4614 4.6529 4.9740 -0.265
C -0.5171 5.3211 3.9762 -0.229
C 0.9673 5.2418 4.3378 -0.230
C 1.3337 5.8355 5.6974 -0.272
C 1.0440 7.3298 5.8022 -0.114
H -0.2277 2.9278 5.4830 0.068
H -1.9456 2.7172 5.8088 0.076
H -1.3520 2.6522 4.1517 0.054
H -1.3792 5.1282 5.9560 0.097
H -2.4900 4.8183 4.6413 0.104
H -0.8092 6.3692 3.8610 0.099
H -0.6576 4.8622 2.9919 0.108
H 1.5409 5.7562 3.5599 0.108
H 1.2940 4.1983 4.3091 0.099
H 2.4023 5.6754 5.8662 0.103
H 0.8144 5.3033 6.4989 0.098
H 1.5902 7.8860 5.0373 0.074
H 1.3511 7.7098 6.7780 0.068
H -0.0197 7.5438 5.6870 0.065
C -1.3079 1.0320 -1.4719 -0.094
C -2.7977 1.3393 -1.3580 -0.261
C -3.5545 1.1456 -2.6708 -0.226
C -3.1099 2.0590 -3.8146 -0.229
C -3.1973 3.5554 -3.5172 -0.271
C -4.6192 4.0344 -3.2403 -0.113
H -0.8096 1.6986 -2.1786 0.070
H -0.8204 1.1557 -0.5024 0.050
H -1.1512 0.0031 -1.7998 0.052
H -2.9360 2.3575 -0.9829 0.100
H -3.2344 0.6755 -0.6051 0.095
H -4.6235 1.2865 -2.4858 0.101
H -3.4421 0.1058 -2.9958 0.104
H -3.7228 1.8356 -4.6939 0.109
H -2.0819 1.8151 -4.0976 0.100
H -2.8081 4.1013 -4.3812 0.103
H -2.5510 3.8157 -2.6746 0.098
H -5.2723 3.8244 -4.0900 0.074
H -4.6310 5.1113 -3.0651 0.068
H -5.0422 3.5539 -2.3566 0.065
C 6.2842 -3.4400 -5.8337 -0.113
C 4.7999 -3.6533 -5.5516 -0.273
C 3.8862 -2.8538 -6.4791 -0.230
C 4.0304 -1.3340 -6.3773 -0.230
C 3.7940 -0.7561 -4.9826 -0.269
C 2.3801 -0.9947 -4.4626 -0.113
H 6.5786 -2.4003 -5.6827 0.065
H 6.8915 -4.0534 -5.1661 0.068
H 6.5275 -3.7190 -6.8611 0.075
H 4.5877 -3.4129 -4.5058 0.096
H 4.5713 -4.7158 -5.6726 0.103
H 2.8482 -3.1358 -6.2800 0.100
H 4.0828 -3.1511 -7.5142 0.109
H 3.3265 -0.8723 -7.0770 0.109
H 5.0268 -1.0380 -6.7176 0.100
H 3.9733 0.3219 -5.0218 0.104
H 4.5206 -1.1611 -4.2726 0.098
H 1.6424 -0.5567 -5.1387 0.077
H 2.2492 -0.5372 -3.4807 0.069
H 2.1535 -2.0570 -4.3551 0.053
```

Output
Molecular weight (g/mol): 564.3
Net charge: 0
Gap between HOMO and LUMO (hartree): 0.3214
Strongest force on any atom (eV/A): 2.9
ΔE to the lowest compared entry with this formula, charge and spin (kcal/mol): 0.0
2S+1: 1



[2]
Density functional theory data (ωB97M-V/def2-TZVPD) for a structure of composition C5H13NO2.

The geometry in XYZ format:
```
21
Properties=species:S:1:pos:R:3:lowdin_charge:R:1
C -0.0230 0.3137 1.1638 -0.515
C 0.5888 -0.9679 1.6545 -0.023
N -1.3050 0.6338 1.6224 0.104
O 0.8739 1.3825 1.3205 0.005
H 0.3584 2.1477 1.6069 0.112
H 0.4997 0.5191 -0.4317 0.084
H -1.8401 -0.1835 1.8850 0.096
H -1.8130 1.1282 0.8743 0.085
H -0.0380 -1.8249 1.4100 0.078
H 0.7209 -0.9200 2.7400 0.093
H 1.5724 -1.1127 1.2072 0.090
C -0.6099 -1.2541 -1.3029 -0.039
C 1.0958 0.8636 -1.7451 0.030
C -0.5458 0.1963 -0.8937 -0.584
O -1.4786 0.9952 -1.0475 -0.061
H -1.4047 -1.7417 -0.7339 0.087
H -0.8746 -1.3182 -2.3604 0.089
H 0.6594 0.7600 -2.7326 0.064
H 1.2410 1.9054 -1.4769 0.062
H 1.9943 0.2602 -1.6254 0.062
H 0.3280 -1.7826 -1.1346 0.081
```

Output
Molecular weight (g/mol): 119.2
Net charge: 0
Gap between HOMO and LUMO (hartree): 0.3098
Strongest force on any atom (eV/A): 0.6
ΔE to the lowest compared entry with this formula, charge and spin (kcal/mol): 107.9
2S+1: 1



[3]
Density functional theory data (ωB97M-V/def2-TZVPD) for a structure of composition C22H26MoN3S2 in a non-equilibrium geometry.

The geometry in XYZ format:
```
54
Properties=species:S:1:pos:R:3:lowdin_spin:R:1
Mo 1.6166 -0.1408 0.0860 1.199
C 1.7076 -3.6377 -1.7870 0.004
C 2.6634 -3.1149 -0.8828 0.002
C 3.3316 -2.0446 -1.5275 0.002
C 2.5068 -1.6796 -2.6115 0.000
C 1.6000 -2.7408 -2.8523 0.002
C 0.5597 -2.7439 -3.9392 0.000
C 2.1053 -0.2385 -2.6987 -0.009
C 4.0772 -1.0131 -0.7532 0.002
C 2.3085 -2.8531 0.5447 -0.009
C 0.8275 -4.8239 -1.5053 0.001
H 0.1823 -3.7503 -4.1282 0.000
H 0.9565 -2.3441 -4.8743 0.000
H -0.2984 -2.1226 -3.6558 0.000
H 2.8748 0.5323 -2.6701 0.003
H 1.6964 -0.1229 -1.6283 0.008
H 1.2575 0.0141 -3.3282 0.000
H 4.5787 -0.2347 -1.3246 0.000
H 4.6526 -1.3685 0.0986 0.002
H 3.3682 -0.3220 -0.1808 0.028
H 3.0742 -2.5022 1.2359 0.004
H 1.5377 -3.4595 1.0091 0.000
H 1.8025 -1.8236 0.3155 0.002
H 0.4458 -5.2673 -2.4269 0.000
H -0.0406 -4.5406 -0.8972 0.000
H 1.3755 -5.5931 -0.9594 0.000
S -3.0718 -0.9402 0.6049 0.355
C -3.4751 0.7326 0.8205 0.037
C -4.7834 1.1894 0.8220 0.014
C -5.0749 2.5411 1.0114 0.004
C -6.4455 2.9709 1.0664 0.001
N -7.5547 3.2719 1.1133 0.001
C -4.0200 3.4440 1.1184 0.001
C -2.7016 2.9988 1.1081 0.000
C -2.3890 1.6392 1.0389 0.006
S -0.8021 -0.3714 0.1894 0.299
C -4.2771 4.8574 1.2205 0.000
N -4.4756 5.9881 1.2955 0.000
H -5.5909 0.4856 0.6762 0.005
H -1.9196 3.7397 1.1162 0.000
C 0.9800 2.3544 0.7741 0.003
C 0.0317 1.6975 1.8100 0.002
C -0.4121 2.6792 2.9078 -0.001
C 0.8272 0.5536 2.5010 0.002
N -1.1201 1.1160 1.1083 -0.002
H 1.8238 2.8480 1.2598 0.002
H 0.4781 3.0129 0.0683 0.000
H 1.4669 1.5811 0.1600 0.011
H 0.3729 2.7174 3.6650 0.000
H -1.3263 2.3461 3.3962 0.000
H -0.5495 3.6949 2.5476 0.000
H 1.5917 0.9495 3.1704 0.003
H 1.4454 0.0245 1.7759 0.015
H 0.2036 -0.1860 2.9956 0.000
```

Output
Molecular weight (g/mol): 492.5
Net charge: -1
Gap between HOMO and LUMO (spin up / spin down) (hartree): 0.2163 / 0.2008
Strongest force on any atom (eV/A): 3.2
ΔE to the lowest compared entry with this formula, charge and spin (kcal/mol): 288.5
2S+1: 3



[4]
Density functional theory data (ωB97M-V/def2-TZVPD) for a structure of composition C14H30O5STi in a non-equilibrium geometry.

The geometry in XYZ format:
```
51
Properties=species:S:1:pos:R:3:lowdin_spin:R:1
Ti 0.0778 0.3842 0.4418 0.936
C -1.6451 -0.8763 2.4979 0.004
C -0.2156 -1.3545 2.6304 0.006
O 0.2865 -1.4055 1.2498 0.002
C 1.6460 -1.9077 1.0176 0.003
C 1.8528 -1.8078 -0.4839 0.004
O 1.2999 -0.5162 -0.9433 0.010
C 0.6957 -0.5342 -2.2803 0.005
C -0.7649 -0.9021 -2.1302 0.001
O -1.2521 -0.1269 -0.9837 0.004
C -2.6239 -0.4178 -0.5449 0.003
C -2.8383 0.3896 0.7225 0.004
O -1.6379 0.2633 1.5620 0.007
H -2.0426 -0.5545 3.4559 0.000
H -2.2730 -1.6623 2.0847 0.000
H -0.1878 -2.3439 3.0805 0.001
H 0.4086 -0.6723 3.2068 0.001
H 1.7213 -2.9441 1.3363 0.000
H 2.3447 -1.2967 1.5826 0.000
H 1.3261 -2.6085 -0.9971 0.000
H 2.9094 -1.8499 -0.7320 0.000
H 1.2165 -1.2333 -2.9287 0.001
H 0.8125 0.4666 -2.6845 0.001
H -0.9153 -1.9561 -1.9028 0.000
H -1.3332 -0.6397 -3.0184 0.000
H -2.7055 -1.4910 -0.3807 0.000
H -3.3282 -0.1186 -1.3172 0.000
H -3.7169 0.0412 1.2592 0.000
H -2.9566 1.4471 0.5110 0.000
C 2.2193 2.7689 3.9064 0.000
C 2.7769 3.6893 2.8216 0.000
C 3.5849 2.9796 1.7345 0.000
S 2.7723 1.9951 0.4619 0.000
O 1.5166 1.2697 1.1401 -0.006
C 1.9611 3.1869 -0.6251 0.001
C 0.6993 3.9065 -0.1336 0.002
C -0.5570 3.0447 0.0845 0.006
H 1.8000 3.3650 4.7160 0.000
H 3.0072 2.1467 4.3370 0.000
H 1.4283 2.1164 3.5319 0.000
H 3.4930 4.3780 3.2758 0.000
H 1.9960 4.3192 2.3950 0.000
H 4.3000 2.2759 2.1680 0.000
H 4.1556 3.6696 1.0997 0.000
H 1.7639 2.6076 -1.5314 0.001
H 2.7580 3.8934 -0.8765 0.000
H 0.4749 4.6367 -0.9120 0.000
H 0.9062 4.4866 0.7628 0.000
H -0.7708 2.4257 -0.7993 0.001
H -1.4269 3.6822 0.2324 0.000
H -0.4792 2.4693 1.0098 0.002
```

Output
Molecular weight (g/mol): 358.3
Net charge: +3
Gap between HOMO and LUMO (spin up / spin down) (hartree): 0.3462 / 0.3745
Strongest force on any atom (eV/A): 1.3
ΔE to the lowest compared entry with this formula, charge and spin (kcal/mol): 0.0
2S+1: 2